No. 1
{
  "formula": "C4H7OP",
  "method": "wB97M-V/def2-TZVPD",
  "charge": 0,
  "spin_multiplicity": 3,
  "homo_energy_ev": [-5.37, -10.18],
  "total_energy_ev": -15591.1321,
  "symbols": ["C", "C", "C", "C", "O", "P", "H", "H", "H", "H", "H", "H", "H"],
  "xyz": [[-1.39572, -0.57666, -0.78719], [-0.43995, -0.20668, 0.11657], [1.52283, 0.89792, -2.15791], [-0.21596, -0.79797, 1.53640], [1.64730, 1.84378, -2.77713], [0.75806, 1.19395, -0.26315], [-2.13765, -1.38274, -0.61528], [-1.58705, -0.27630, -1.75845], [-1.02425, -1.48844, 1.70897], [-0.11751, 0.06089, 2.13732], [0.66413, -1.45253, 1.55946], [0.48009, 1.82610, 0.98635], [1.84570, 0.35869, 0.31404]],
  "mulliken_charge": [-0.9205, 0.5548, -0.1044, -1.2256, -0.1492, 0.1256, 0.2113, 0.3296, 0.3635, 0.3975, 0.3205, 0.0376, 0.0594]
}


No. 2
{
  "formula": "C4H7P",
  "method": "wB97M-V/def2-TZVPD",
  "charge": 0,
  "spin_multiplicity": 3,
  "homo_energy_ev": [-4.85, -9.45],
  "total_energy_ev": -13542.4444,
  "symbols": ["C", "C", "C", "C", "P", "H", "H", "H", "H", "H", "H", "H"],
  "xyz": [[-0.17511, 0.88368, -1.52035], [0.55212, 0.43230, -0.55005], [-0.81089, 1.05286, -0.16990], [1.84808, -0.21249, -0.36511], [-2.09833, -0.28180, 0.53665], [-0.41691, 1.10026, -2.58540], [-3.39354, 0.16392, 0.16431], [1.87758, -1.28557, -0.16075], [2.51070, 0.31051, 0.37446], [2.43158, -0.17009, -1.34607], [-2.15912, 0.27889, 1.83185], [-0.98452, 1.99080, 0.39566]],
  "mulliken_charge": [-0.6427, 0.2127, -0.1782, -0.8482, -0.0828, 0.3635, 0.0491, 0.2536, 0.2481, 0.2625, 0.0440, 0.3183]
}